Here is a 15-piece molecular cluster, C50H140N10O20 overall from the Open Molecules 2025 dataset. Energies are from ωB97M-V/def2-TZVPD.

CARTESIAN COORDINATES (ANGSTROEM)
C: 7.56 0.82 -4.16
C: 8.02 2.00 -3.31
C: 8.92 3.04 -4.10
O: 9.46 4.08 -3.38
C: 10.26 5.00 -4.09
N: 6.92 2.63 -2.64
H: 8.30 0.31 -4.76
H: 6.61 0.96 -4.68
H: 7.36 0.14 -3.33
H: 8.70 1.65 -2.52
H: 8.35 3.43 -4.94
H: 9.70 2.38 -4.50
H: 10.44 5.79 -3.37
H: 9.84 5.32 -5.05
H: 11.24 4.62 -4.39
H: 7.24 3.51 -2.25
H: 6.22 2.90 -3.31
C: -6.80 -5.18 -5.41
C: -7.28 -5.04 -6.89
C: -8.81 -4.87 -7.16
O: -9.34 -6.04 -6.50
C: -10.71 -6.32 -6.66
N: -6.56 -3.92 -7.52
H: -5.71 -5.05 -5.43
H: -7.04 -6.14 -4.97
H: -7.15 -4.39 -4.75
H: -7.02 -6.01 -7.31
H: -8.89 -4.96 -8.24
H: -9.17 -3.90 -6.82
H: -11.40 -5.47 -6.59
H: -10.97 -6.96 -5.81
H: -10.96 -6.80 -7.61
H: -6.52 -3.16 -6.86
H: -5.59 -4.16 -7.71
C: -2.94 2.41 13.46
C: -2.57 1.26 12.53
C: -2.92 1.53 11.07
O: -2.57 0.43 10.23
C: -2.37 0.70 8.87
N: -1.21 0.75 12.70
H: -4.01 2.52 13.56
H: -2.62 3.42 13.22
H: -2.56 2.19 14.46
H: -3.22 0.45 12.86
H: -2.33 2.40 10.79
H: -3.99 1.68 10.87
H: -3.23 1.30 8.58
H: -2.45 -0.24 8.32
H: -1.41 1.22 8.77
H: -0.69 1.55 12.36
H: -1.06 0.00 12.05
C: 2.58 -9.81 -1.31
C: 3.16 -11.16 -2.02
C: 4.63 -11.00 -2.20
O: 5.26 -12.20 -2.62
C: 6.64 -12.23 -2.52
N: 2.89 -12.29 -1.13
H: 2.74 -8.96 -1.98
H: 3.24 -9.66 -0.46
H: 1.52 -9.99 -1.17
H: 2.88 -11.19 -3.07
H: 4.96 -10.74 -1.20
H: 5.01 -10.20 -2.84
H: 7.12 -13.20 -2.61
H: 7.08 -11.90 -1.58
H: 7.03 -11.64 -3.35
H: 1.96 -12.64 -1.35
H: 3.39 -13.07 -1.51
C: -6.37 -4.66 2.77
C: -7.78 -4.29 2.45
C: -8.82 -5.42 2.47
O: -9.88 -5.08 1.59
C: -10.14 -6.13 0.59
N: -8.27 -3.28 3.41
H: -5.60 -3.94 2.51
H: -6.09 -5.56 2.22
H: -6.28 -5.03 3.79
H: -7.64 -3.77 1.50
H: -9.05 -5.63 3.51
H: -8.32 -6.27 2.01
H: -10.28 -7.09 1.08
H: -9.29 -6.29 -0.07
H: -11.02 -5.83 0.01
H: -8.93 -2.78 2.83
H: -7.57 -2.58 3.62
C: 4.45 -6.92 -7.92
C: 3.00 -6.94 -8.03
C: 2.15 -6.17 -7.04
O: 0.75 -6.48 -7.14
C: 0.31 -7.69 -6.59
N: 2.60 -6.69 -9.42
H: 4.95 -7.45 -8.74
H: 4.72 -7.37 -6.97
H: 4.87 -5.92 -7.89
H: 2.66 -7.96 -7.81
H: 2.25 -5.10 -7.24
H: 2.52 -6.27 -6.01
H: -0.19 -8.15 -7.44
H: -0.41 -7.61 -5.77
H: 1.15 -8.28 -6.24
H: 3.04 -7.30 -10.10
H: 1.62 -6.55 -9.59
C: -1.45 1.04 0.52
C: 0.00 0.60 0.81
C: 0.47 -0.60 -0.05
O: -0.49 -1.68 0.13
C: -0.75 -2.43 -1.02
N: 0.82 1.75 0.55
H: -1.53 2.04 0.95
H: -2.14 0.35 1.00
H: -1.66 1.09 -0.55
H: 0.01 0.28 1.86
H: 1.49 -0.85 0.22
H: 0.49 -0.22 -1.08
H: -1.14 -1.74 -1.77
H: -1.23 -3.37 -0.79
H: 0.20 -2.80 -1.41
H: 0.77 2.32 1.38
H: 1.77 1.39 0.48
C: -8.35 0.59 -1.39
C: -9.79 0.60 -1.42
C: -10.34 -0.21 -2.65
O: -11.76 0.02 -2.62
C: -12.48 -0.62 -3.55
N: -10.29 0.21 -0.09
H: -7.92 1.08 -2.26
H: -7.90 -0.36 -1.69
H: -7.93 1.09 -0.52
H: -10.01 1.65 -1.66
H: -10.06 -1.26 -2.70
H: -9.95 0.23 -3.57
H: -13.32 -0.02 -3.90
H: -12.78 -1.58 -3.13
H: -11.89 -0.74 -4.46
H: -11.08 -0.41 -0.18
H: -10.71 0.99 0.39
C: 3.52 11.11 -1.60
C: 4.55 9.99 -2.03
C: 6.01 10.56 -2.29
O: 6.06 11.60 -3.23
C: 7.35 12.27 -3.36
N: 4.63 9.08 -0.90
H: 3.72 11.72 -0.72
H: 2.54 10.67 -1.44
H: 3.40 11.79 -2.44
H: 4.09 9.44 -2.85
H: 6.75 9.81 -2.55
H: 6.37 10.96 -1.34
H: 8.13 11.53 -3.22
H: 7.53 13.00 -2.58
H: 7.53 12.78 -4.30
H: 3.87 8.42 -0.95
H: 4.47 9.59 -0.04
C: 2.74 10.11 7.18
C: 3.19 8.89 6.30
C: 2.32 7.62 6.55
O: 2.23 7.19 7.93
C: 3.36 6.58 8.50
N: 2.89 9.31 4.90
H: 1.70 10.42 7.12
H: 3.39 10.94 6.90
H: 3.01 9.96 8.22
H: 4.24 8.61 6.30
H: 2.71 6.73 6.06
H: 1.31 7.74 6.18
H: 3.54 5.82 7.75
H: 3.24 6.09 9.47
H: 4.30 7.14 8.46
H: 1.88 9.42 4.88
H: 3.40 10.17 4.89
C: 0.40 -5.66 6.45
C: 0.47 -5.21 4.94
O: 1.43 -5.94 4.17
O: 1.27 -4.80 7.18
H: 0.79 -6.67 6.55
H: -0.64 -5.74 6.75
H: 0.56 -4.13 4.98
H: -0.47 -5.29 4.38
H: 2.11 -5.30 3.95
H: 2.19 -4.76 6.90
C: -5.53 8.70 0.80
C: -6.51 8.37 1.92
O: -5.71 8.41 3.13
O: -5.11 10.03 0.81
H: -5.96 8.56 -0.19
H: -4.66 8.04 0.88
H: -6.94 7.38 1.76
H: -7.20 9.20 1.82
H: -5.55 9.33 3.35
H: -4.59 10.24 0.03
C: 7.41 4.56 2.90
C: 7.87 3.12 3.06
O: 7.08 2.15 2.25
O: 7.64 4.98 1.58
H: 7.95 5.13 3.65
H: 6.32 4.66 2.94
H: 7.71 2.75 4.07
H: 8.92 3.11 2.77
H: 7.03 2.56 1.38
H: 7.14 5.76 1.32
C: 0.19 4.95 -4.67
C: -0.63 6.22 -4.50
O: -1.01 6.36 -3.14
O: 1.18 4.78 -3.76
H: 0.54 4.93 -5.70
H: -0.43 4.05 -4.59
H: -1.51 6.18 -5.14
H: -0.08 7.14 -4.72
H: -0.23 6.02 -2.69
H: 0.85 4.52 -2.90
C: 7.46 -4.80 0.41
C: 8.96 -4.69 0.67
O: 9.07 -3.30 0.50
O: 6.77 -4.14 1.46
H: 7.22 -5.86 0.51
H: 7.20 -4.38 -0.56
H: 9.42 -5.30 -0.11
H: 9.40 -4.77 1.66
H: 9.96 -3.20 0.84
H: 6.95 -3.21 1.30

Kohn-Sham gap = 9.021 eV
relative energy (zero: lowest compared OMol25 entry of this formula, charge and spin) = 746.51 kJ/mol
multiplicity = 1
LUMO level = 0.198 eV
charge = 0

Here is a 10-piece molecular cluster, C50H141N17O21P8 overall from the Open Molecules 2025 dataset. Energies are from ωB97M-V/def2-TZVPD.

CARTESIAN COORDINATES (ANGSTROEM)
C: 1.79 10.69 7.71
N: 2.36 11.74 8.42
C: 3.81 11.96 8.22
P: 1.29 12.55 9.50
O: -0.16 12.72 9.23
N: 1.62 11.85 11.08
C: 0.48 11.25 11.81
C: 2.93 11.87 11.73
N: 2.01 14.04 9.47
C: 1.94 14.84 8.23
C: 1.96 14.98 10.60
H: 0.97 11.04 7.09
H: 1.49 9.92 8.41
H: 2.51 10.22 7.04
H: 4.10 11.52 7.26
H: 4.44 11.51 8.99
H: 4.17 12.94 7.89
H: 0.62 10.17 11.89
H: 0.39 11.63 12.83
H: -0.54 11.54 11.55
H: 2.90 10.94 12.29
H: 3.85 11.65 11.19
H: 2.97 12.71 12.44
H: 2.29 14.19 7.42
H: 1.00 15.14 7.78
H: 2.68 15.62 8.07
H: 2.65 15.82 10.58
H: 2.00 14.44 11.54
H: 0.94 15.38 10.62
C: -0.26 3.05 0.53
N: -0.66 1.66 0.10
C: 0.22 0.53 0.42
P: -1.52 1.64 -1.48
O: -0.96 2.55 -2.46
N: -1.77 -0.05 -1.83
C: -0.67 -0.74 -2.39
C: -2.85 -0.92 -1.23
N: -3.12 2.17 -1.04
C: -3.83 1.76 0.21
C: -3.89 3.04 -1.99
H: -0.07 3.71 -0.32
H: 0.37 3.09 1.41
H: -1.22 3.45 0.86
H: 1.07 0.35 -0.23
H: -0.47 -0.32 0.38
H: 0.76 0.74 1.34
H: 0.10 -0.01 -2.64
H: -0.30 -1.44 -1.64
H: -1.09 -1.15 -3.31
H: -2.78 -1.97 -1.52
H: -2.80 -0.83 -0.14
H: -3.82 -0.65 -1.65
H: -4.76 1.30 -0.12
H: -3.16 1.09 0.75
H: -4.12 2.69 0.70
H: -4.58 3.66 -1.43
H: -4.20 2.42 -2.83
H: -3.13 3.73 -2.35
C: 5.72 1.98 12.76
N: 5.29 1.46 11.50
C: 3.90 1.71 11.08
P: 6.47 1.00 10.34
O: 7.80 0.65 10.79
N: 5.69 -0.13 9.34
C: 6.15 -0.38 7.95
C: 4.99 -1.30 9.90
N: 6.55 2.42 9.32
C: 5.51 2.86 8.43
C: 7.87 3.03 9.09
H: 5.11 1.62 13.58
H: 5.63 3.07 12.73
H: 6.74 1.62 12.85
H: 3.89 2.79 10.93
H: 3.16 1.57 11.88
H: 3.68 1.18 10.16
H: 5.93 0.31 7.14
H: 7.20 -0.65 7.85
H: 5.64 -1.24 7.51
H: 3.99 -1.09 10.29
H: 4.88 -2.12 9.18
H: 5.50 -1.59 10.82
H: 6.01 2.94 7.47
H: 4.84 2.00 8.38
H: 5.02 3.73 8.86
H: 8.33 2.48 8.27
H: 8.58 2.81 9.88
H: 8.00 4.06 8.75
C: -6.51 -7.91 1.66
N: -7.92 -8.07 1.32
C: -8.46 -6.77 0.98
P: -8.51 -9.59 0.75
O: -7.88 -10.87 1.31
N: -10.23 -9.53 1.14
C: -11.30 -9.82 0.16
C: -10.68 -9.72 2.54
N: -8.49 -9.46 -0.95
C: -7.95 -10.59 -1.68
C: -8.75 -8.29 -1.75
H: -6.11 -8.90 1.87
H: -6.49 -7.15 2.44
H: -5.95 -7.49 0.82
H: -9.40 -6.96 0.46
H: -7.85 -6.19 0.29
H: -8.52 -6.23 1.93
H: -11.12 -9.35 -0.81
H: -11.55 -10.87 0.08
H: -12.26 -9.40 0.48
H: -10.14 -10.59 2.92
H: -10.33 -8.86 3.10
H: -11.71 -9.91 2.84
H: -8.16 -10.57 -2.75
H: -6.87 -10.58 -1.56
H: -8.33 -11.51 -1.23
H: -9.08 -8.57 -2.76
H: -7.85 -7.69 -1.88
H: -9.60 -7.71 -1.40
C: -10.96 2.19 -9.96
N: -9.78 1.38 -10.29
C: -8.56 2.02 -9.87
P: -9.96 -0.28 -10.77
O: -11.18 -0.44 -11.54
N: -8.53 -0.62 -11.65
C: -8.23 0.20 -12.89
C: -7.80 -1.87 -11.61
N: -9.89 -1.14 -9.31
C: -8.82 -0.86 -8.34
C: -10.82 -2.20 -8.93
H: -11.36 1.75 -9.05
H: -11.73 2.01 -10.71
H: -10.83 3.26 -9.84
H: -7.70 1.65 -10.42
H: -8.37 1.65 -8.86
H: -8.58 3.11 -9.90
H: -7.30 0.09 -13.45
H: -8.96 0.00 -13.68
H: -8.35 1.26 -12.69
H: -7.54 -2.25 -12.60
H: -6.92 -1.77 -10.98
H: -8.56 -2.58 -11.28
H: -7.87 -1.00 -8.84
H: -8.87 0.13 -7.89
H: -8.82 -1.74 -7.69
H: -10.18 -3.08 -8.88
H: -11.74 -2.27 -9.52
H: -11.05 -2.03 -7.88
C: 7.57 -2.42 -12.01
C: 7.63 -2.22 -10.54
O: 6.44 -2.58 -9.78
P: 5.60 -1.65 -8.79
O: 6.21 -1.56 -7.48
O: 4.09 -2.34 -8.84
C: 3.91 -3.59 -8.20
C: 2.76 -4.29 -8.99
O: 5.25 -0.38 -9.71
C: 5.48 1.00 -9.41
C: 5.34 1.48 -7.95
H: 7.37 -3.48 -12.17
H: 6.66 -1.88 -12.27
H: 8.51 -2.17 -12.48
H: 8.33 -2.95 -10.14
H: 8.03 -1.23 -10.29
H: 4.82 -4.20 -8.21
H: 3.69 -3.36 -7.16
H: 2.98 -4.61 -10.01
H: 2.39 -5.13 -8.39
H: 1.90 -3.61 -9.00
H: 6.42 1.27 -9.89
H: 4.85 1.56 -10.10
H: 4.46 1.01 -7.50
H: 6.16 1.31 -7.26
H: 5.06 2.54 -7.90
C: -1.20 -15.98 3.48
C: -1.42 -15.00 2.36
O: -1.32 -13.69 2.99
P: 0.09 -12.84 2.92
O: 1.22 -13.62 3.33
O: -0.24 -11.56 3.87
C: -0.40 -11.93 5.26
C: 0.37 -10.99 6.12
O: 0.16 -12.23 1.46
C: -0.86 -11.61 0.68
C: -0.37 -10.38 -0.04
H: -1.11 -16.98 3.06
H: -0.28 -15.87 4.06
H: -2.07 -15.85 4.12
H: -0.65 -15.15 1.61
H: -2.45 -15.03 1.99
H: -1.48 -11.77 5.32
H: -0.11 -12.95 5.50
H: -0.32 -10.31 6.63
H: 0.87 -11.60 6.88
H: 1.21 -10.45 5.68
H: -1.02 -12.44 0.00
H: -1.78 -11.45 1.24
H: -1.17 -10.03 -0.69
H: 0.06 -9.59 0.57
H: 0.44 -10.72 -0.69
C: 9.96 1.06 0.98
C: 9.51 2.47 0.70
O: 10.56 3.34 0.97
P: 11.05 4.45 -0.06
O: 10.09 4.98 -0.97
O: 11.63 5.50 0.93
C: 10.84 6.19 1.97
C: 11.14 7.64 2.00
O: 12.47 3.81 -0.62
C: 13.52 4.57 -1.24
C: 14.65 4.69 -0.31
H: 9.09 0.45 1.20
H: 10.48 0.54 0.17
H: 10.53 1.01 1.90
H: 9.00 2.61 -0.25
H: 8.74 2.76 1.41
H: 9.77 5.98 1.92
H: 11.01 5.76 2.96
H: 11.49 7.94 1.01
H: 10.31 8.30 2.27
H: 11.85 7.76 2.82
H: 13.78 3.95 -2.10
H: 13.31 5.60 -1.55
H: 14.70 5.58 0.31
H: 14.52 3.91 0.45
H: 15.68 4.53 -0.60
C: -1.55 1.11 -8.58
N: -1.57 1.09 -10.07
O: -1.85 2.12 -10.66
O: -1.38 0.03 -10.61
H: -1.68 2.11 -8.17
H: -0.51 0.85 -8.42
H: -2.21 0.36 -8.14
C: -8.90 11.58 -5.73
N: -9.39 10.17 -5.55
O: -10.51 9.89 -5.90
O: -8.58 9.29 -5.22
H: -7.85 11.68 -6.01
H: -9.02 12.28 -4.90
H: -9.50 11.90 -6.58

SMILES = CN(C)P(=O)(N(C)C)N(C)C.CN(C)P(=O)(N(C)C)N(C)C.CN(C)P(=O)(N(C)C)N(C)C.CN(C)P(=O)(N(C)C)N(C)C.CN(C)P(=O)(N(C)C)N(C)C.CCOP(=O)(OCC)OCC.CCOP(=O)(OCC)OCC.CCOP(=O)(OCC)OCC.C[N+](=O)[O-].C[N+](=O)[O-]
Kohn-Sham gap = 8.237 eV
relative energy (zero: lowest compared OMol25 entry of this formula, charge and spin) = 1008.69 kJ/mol
multiplicity = 1
LUMO level = 0.049 eV
charge = 0

Number 1 is which compound? C50H140N10O20

The lowest LUMO level belongs to which entry? C50H141N17O21P8